# 1
41
Properties=species:S:1:pos:R:3:forces:R:3 method="wB97M-V/def2-TZVPD" gap_ev=11.23 total_charge=+2 total_energy_ev=-22366.0361 lumo_ev=-4.91 e_homo_ev=-16.144
O 1.10408 2.01824 -4.07370 0.2 -0.4 -0.1
O -0.34775 4.44837 2.12713 0.2 -0.2 -1.8
O 0.42390 -2.74311 2.51769 -1.8 1.0 0.5
O 2.16325 2.89108 -1.78873 0.4 0.5 1.1
O 2.89045 -3.61487 3.02305 0.6 -0.2 0.8
O -3.17834 -1.26455 -2.14224 -0.7 0.2 0.3
N -1.60497 -3.70160 0.87488 -1.3 1.6 -3.1
N -0.58573 -1.77560 0.07000 -1.6 -0.3 -1.2
N 0.99767 2.45013 0.62034 -0.2 0.4 0.6
C -0.42865 -0.75369 -0.98482 0.9 -0.3 -1.0
C -0.03045 1.32351 0.43376 -0.1 0.4 0.5
C -1.54592 -2.70749 -0.04436 0.7 -0.5 2.2
C 0.56017 0.32543 -0.57705 0.5 0.2 0.2
C -1.33305 1.95900 -0.05443 -0.1 3.2 -0.5
H 3.14712 -4.52409 2.80221 0.0 0.3 0.2
H 0.00897 -1.25546 -1.88125 -0.4 0.3 0.6
H -1.38642 -0.31812 -1.29268 0.3 -0.4 0.3
H 0.63009 2.60816 -4.65015 -0.6 0.7 -0.2
H -1.28435 2.35142 -1.14132 0.4 -0.6 1.6
H 0.60456 3.28706 1.15343 0.1 -1.0 -0.3
H -3.11840 -1.35986 -3.09688 -0.1 0.0 -0.2
H -2.34362 -2.61701 -0.82489 1.0 0.0 0.6
H 1.74675 2.57593 -2.60736 0.2 0.3 -0.7
H 1.49639 -0.12686 -0.19125 -0.5 0.1 0.1
H -0.92946 -3.72875 1.57481 1.5 0.0 1.6
H -0.50750 5.35720 1.87411 -0.1 0.4 -0.2
H 1.32935 2.81776 -0.32653 0.1 -0.6 0.4
H 0.10395 -2.48965 3.41473 0.6 -0.4 -0.9
H 1.68841 1.58659 -4.70258 0.4 -0.4 0.1
H -2.33309 -4.38805 0.87707 -0.3 -0.1 -0.3
H -0.20533 0.83396 1.45008 0.4 0.7 -1.2
H -0.42216 4.44464 3.05388 -0.1 -0.1 2.0
H -1.67161 2.89700 0.58971 0.8 -2.1 -1.1
H 0.91728 0.86008 -1.47877 -0.6 -0.2 0.4
H 3.30011 -3.42652 3.90142 -0.4 -0.3 -1.0
H 2.83747 3.57523 -1.94678 -0.5 -0.5 -0.3
H 1.81518 2.09901 1.15218 -0.4 0.3 -0.5
H 1.28968 -3.13344 2.60962 1.3 -0.4 0.6
H -4.09589 -0.98854 -1.95591 0.5 -0.2 -0.3
H 0.09965 -1.78468 0.82783 -0.4 -0.5 0.1
H -2.14322 1.27472 -0.08554 -0.7 -0.7 0.3

=====

# 2
43
Properties=species:S:1:pos:R:3:forces:R:3 method="wB97M-V/def2-TZVPD" s_squared=0.773 spin_multiplicity=2 gap_ev="9.69 / 3.97" total_charge=+1 total_energy_ev=-27576.8207 lumo_ev="-3.57 / -9.25" e_homo_ev="-13.257 / -13.220"
O -0.29515 2.84278 1.41156 -0.5 -0.3 3.5
O 1.78511 2.97282 -0.69281 -2.7 5.3 3.1
O 0.34624 0.54517 2.89291 -1.7 0.8 -0.3
O 2.55809 1.05885 -2.24942 3.8 1.7 0.5
O -1.13582 -0.53440 -2.56846 -1.1 0.1 -0.1
O -0.64679 -3.09311 -1.98801 0.0 -3.6 3.3
O 2.94930 -1.76769 -1.02055 -0.4 2.0 1.2
O -0.34223 -1.92783 2.23446 -0.9 -4.0 1.4
O 2.45191 1.94412 1.89617 0.1 0.3 3.1
O -2.58854 2.40497 0.20417 2.9 -4.4 2.0
N -2.53026 -0.74209 -0.82103 -0.4 -0.4 -0.3
C 0.68012 -1.70846 -0.07381 -0.6 0.5 -0.9
C -2.92943 -0.84277 0.51322 -0.3 -1.2 2.8
C 1.55590 -2.12522 -1.24048 2.4 -2.0 1.3
C -1.25778 -0.57191 -1.35893 2.7 1.1 1.3
C -0.08625 -0.35226 -0.41983 -0.3 2.0 0.6
H 2.96529 -1.29802 -0.14050 0.3 -0.8 -1.3
H -0.54699 -2.58761 -2.71781 -0.2 2.4 -3.7
H 0.42692 0.60371 -0.91237 -0.2 -2.5 0.8
H -2.12366 -0.65132 1.29396 -0.8 -0.4 -1.4
H 3.13354 0.36318 -1.90585 0.8 0.1 0.1
H 2.49812 1.93022 0.98230 0.2 0.3 -2.9
H -0.03078 -2.58815 0.05938 0.9 1.8 0.3
H -3.33927 -1.93398 0.73693 0.8 1.5 -0.6
H -1.45396 -2.95310 -1.51554 -0.7 -0.1 -0.4
H -3.09308 1.61930 0.46640 0.1 0.8 0.0
H -3.13711 2.98994 -0.16624 -3.5 3.6 -2.2
H -0.16934 -2.54791 3.01717 -0.4 1.7 -1.6
H 1.41718 3.72006 -1.23204 0.7 -1.1 0.7
H 1.22377 -1.53631 0.88828 -0.3 -0.3 -1.1
H 1.82599 0.55893 -2.33303 -4.4 -2.4 -1.0
H -0.22681 1.31677 2.62868 0.5 -0.8 0.5
H -3.20279 -0.87020 -1.55989 -0.8 0.1 -0.4
H 1.15870 0.90466 2.52932 1.1 0.1 0.0
H 2.45705 2.88607 2.14888 0.0 -0.6 -0.2
H -0.38300 0.16598 0.53762 -0.1 -0.8 -0.8
H -3.84922 -0.26925 0.79807 0.5 -0.2 -0.7
H 2.04692 2.33694 -1.25382 1.8 -3.7 -3.7
H -1.13681 2.78898 1.01877 -1.6 0.1 -0.8
H 1.25139 -1.69551 -2.20913 0.2 -0.7 0.3
H 0.31843 2.94959 0.74850 2.4 0.3 -2.5
H 1.68304 -3.26258 -1.13703 -1.0 1.5 -1.2
H -0.22794 -1.04334 2.50980 0.8 2.2 1.3

=====

# 3
40
Properties=species:S:1:pos:R:3:forces:R:3 method="wB97M-V/def2-TZVPD" gap_ev=9.18 smiles=CCC[C@@H](C)N.O.O.O.O.O.O.O total_energy_ev=-21442.9958 lumo_ev=0.32 e_homo_ev=-8.864
O -1.18929 -0.50107 2.88437 -0.8 3.5 -0.6
O -2.30304 1.41690 1.23221 0.9 1.5 -0.3
O 3.11767 2.02719 0.13387 2.6 -0.9 0.3
O 0.02191 2.99228 0.66297 -2.1 -1.4 -1.2
O 0.93997 1.53608 3.23800 -0.4 0.1 -3.8
O -2.90447 -1.42071 0.44611 3.2 -0.7 0.8
O -2.73093 2.21758 -2.23231 -0.1 3.8 2.1
N -0.56130 0.76000 -1.37753 2.2 -2.1 -2.5
C 0.32856 -1.68281 -0.71615 -1.5 1.2 0.0
C 0.22479 -1.09598 -3.16398 5.3 3.9 1.3
C 2.17851 -2.21638 0.90702 1.2 -2.0 -1.4
C 0.29475 -0.46853 -1.74842 1.4 0.8 0.9
C 1.75540 -2.25305 -0.62074 1.1 -1.8 1.1
H -3.11919 -2.37010 0.19682 1.0 1.8 0.6
H 1.99706 -1.26483 1.33557 -0.8 0.8 0.5
H -0.43927 3.19658 1.46170 0.1 0.9 1.5
H 3.27492 -2.31863 1.01710 -0.4 -0.3 -0.2
H -3.15621 2.84252 -1.50096 0.9 -2.2 -2.2
H 0.47656 -0.34181 -3.93400 0.1 -0.1 0.4
H 1.72366 -3.09737 1.44642 0.2 1.2 -0.3
H -2.05404 1.19676 2.11836 1.0 0.0 1.0
H 1.32168 -0.01830 -1.75458 -0.5 -0.6 0.4
H 1.91952 -3.34676 -1.03632 -1.1 1.8 1.1
H -0.26388 -1.36907 0.30544 2.4 -0.6 -2.0
H 2.39702 1.82627 -0.41063 -2.0 -0.1 -1.0
H 2.51638 -1.78339 -1.27660 -0.7 0.7 0.6
H -3.02379 0.83470 1.19662 -2.0 -1.4 -1.1
H -0.30574 -2.48520 -1.09679 -0.3 0.1 -0.1
H -0.44817 -0.20686 3.38677 1.1 0.8 0.6
H -1.14521 -1.39456 2.92747 -0.1 -4.4 0.2
H -0.93052 0.69877 -0.47545 -0.9 -0.5 1.4
H -0.66423 -1.35825 -3.39073 -6.2 -2.6 -1.4
H -1.89429 2.75913 -2.36253 -1.2 -1.1 -0.1
H 1.01153 1.70428 2.19926 -0.6 -0.7 2.9
H 1.66982 2.06411 3.51745 0.9 0.5 0.8
H -1.83926 -1.30843 0.72437 -4.5 -0.9 -1.3
H -1.27753 0.91533 -2.05346 -0.6 -0.3 0.0
H 0.99315 -1.85034 -3.27026 -0.1 -0.4 0.2
H -0.80440 2.50878 0.29553 2.2 0.7 0.0
H 2.89189 2.65518 0.78801 -0.8 1.0 0.6

=====

# 4
42
Properties=species:S:1:pos:R:3:forces:R:3 method="wB97M-V/def2-TZVPD" gap_ev=8.62 smiles=CNCCCCN.O.O.O.O.O.O.O total_energy_ev=-22949.2304 lumo_ev=0.13 e_homo_ev=-8.495
O -2.33579 0.79118 -2.71639 -1.7 -3.1 0.5
O -2.47849 1.71053 -0.37703 0.3 -1.3 -2.1
O -0.99435 3.65919 1.05210 1.8 3.1 1.6
O 1.51790 -2.91529 -1.30141 -0.5 2.0 4.7
O 2.40663 3.63758 0.42884 3.9 -1.2 1.3
O -0.62094 -1.97579 -2.53742 2.5 0.1 1.5
O 2.08179 -2.45368 2.01848 -0.1 -0.5 0.8
N 0.47734 1.94312 -1.04502 4.7 -2.5 0.6
N -0.50930 -1.58767 1.40754 0.4 -1.2 -0.2
C 1.65890 0.45419 0.50472 -0.7 -1.0 -0.8
C 0.53513 0.59368 1.54646 -0.5 0.2 0.6
C -1.48248 -2.54876 0.94383 -0.4 -1.3 -3.5
C -0.82546 -0.17956 1.33976 2.2 0.3 -2.4
C 1.08529 0.55035 -0.92638 1.5 2.1 0.3
H -1.80528 -3.24176 1.67439 0.4 -1.2 1.1
H -0.43865 3.07315 1.54346 0.0 -0.4 0.2
H 1.64384 4.12665 0.41899 -3.1 1.4 -0.6
H 2.11618 -0.57963 0.53282 -0.1 1.2 0.3
H 0.18318 1.67372 1.57081 1.2 -1.5 0.5
H 1.93209 -1.56003 2.38226 0.1 -0.6 -0.1
H 2.40155 1.25365 0.69224 -0.2 -0.8 -0.1
H 1.93902 -3.74329 -1.40205 0.7 -1.5 -0.2
H -1.84092 1.53098 -2.90831 1.8 2.6 -0.8
H -1.72676 0.04659 -2.61405 0.3 -0.3 -0.4
H -0.76284 -2.48270 -3.31672 -0.3 -0.6 -1.0
H 1.61546 -3.05808 2.64481 0.5 0.8 -0.7
H 0.34121 -2.28952 -2.21691 -2.7 0.8 -0.6
H 0.07113 2.03264 -1.89113 -1.6 0.5 -3.4
H -1.11723 -3.14522 -0.06296 -0.7 1.3 2.5
H 1.99086 0.48658 -1.61667 -1.5 -0.2 0.5
H -0.19297 1.99138 -0.37580 -2.5 0.5 2.1
H -3.29731 1.64156 0.09072 -0.8 -0.2 0.4
H 0.36034 -0.24921 -1.05883 0.1 -0.1 -0.4
H -1.26080 0.11604 0.26688 0.6 -0.5 2.8
H -2.51989 1.03100 -1.22233 -0.2 2.4 2.1
H 2.44876 2.97958 -0.25560 -0.9 0.1 -0.6
H -1.61316 3.22343 0.54380 -2.0 -2.1 -1.6
H -1.41372 0.14767 2.19364 -0.7 -0.1 -0.3
H 1.01808 0.23110 2.51892 -1.1 1.0 -0.7
H 1.47276 -2.76165 -0.20828 0.4 -0.7 -4.3
H 0.45498 -1.90421 1.10907 -2.0 1.2 0.6
H -2.51607 -2.24952 0.62875 1.1 1.1 0.0

=====

# 5
43
Properties=species:S:1:pos:R:3:forces:R:3 method="wB97M-V/def2-TZVPD" gap_ev=8.88 smiles=CN[C@H](CN)CCO.O.O.O.O.O.O.O total_energy_ev=-24998.0009 lumo_ev=-0.12 e_homo_ev=-8.994
O -3.04785 -0.49514 2.17489 -1.0 -0.3 0.2
O 0.23828 3.30992 -2.33852 -0.4 -0.6 0.2
O -1.01968 0.44882 -4.15547 0.0 -0.1 -1.6
O 1.54935 2.31730 2.35578 -0.1 0.3 0.0
O -2.27102 1.59393 -1.83158 -1.2 -1.0 -0.9
O -0.05496 -0.03390 2.82007 -1.2 0.3 -0.8
O 1.45694 4.16894 0.27028 -0.6 0.1 0.4
O 1.58350 -2.63652 2.67003 -0.8 0.1 0.2
N 1.25748 0.57552 -1.80218 0.5 0.0 -0.7
N -0.70598 -1.66122 -1.00603 -0.8 1.3 0.2
C 0.59532 -2.99498 1.65386 0.5 0.5 0.9
C 0.54364 -1.34631 -0.34299 1.6 -0.4 0.7
C 1.17549 -2.59461 0.31033 0.0 -0.4 -0.7
C 1.55045 -0.77602 -1.36450 0.2 -0.2 0.0
C -1.91937 -1.72414 -0.16956 -0.7 -1.6 0.2
H -1.71547 0.77822 -3.59433 0.1 -0.2 0.8
H 0.19823 3.45387 -3.29002 0.1 0.4 0.2
H 0.53112 3.89391 0.27606 0.1 0.0 -0.3
H -1.79306 -2.08049 0.85294 0.5 0.7 0.0
H -2.57437 -2.55187 -0.49775 0.1 0.5 -0.6
H -2.24697 -0.00963 2.01057 0.7 0.3 0.3
H 1.72135 1.37202 -1.39008 0.2 -0.4 0.2
H 0.35567 -4.05366 1.73480 0.3 -0.2 -0.1
H 2.58943 -0.80482 -0.99479 -0.5 0.3 0.4
H 1.62297 4.16761 1.22611 0.4 0.0 -0.2
H -0.33996 -2.47265 1.93405 0.6 -0.1 -0.3
H -3.46684 -0.12957 2.96278 0.3 0.1 -0.1
H 1.56734 1.79710 3.15574 0.5 0.0 0.4
H 0.30657 0.83857 -1.94084 -0.6 -0.2 0.1
H 0.76585 1.96918 1.92123 0.0 -0.2 -0.3
H 2.41859 -2.46968 2.22238 -0.1 -0.2 0.1
H -1.50929 2.06840 -2.15001 0.7 0.8 0.9
H 0.34180 4.13477 -1.85491 0.2 0.2 -0.5
H -2.41003 1.54265 -0.89015 0.6 0.4 0.3
H 1.19595 -3.48511 -0.33771 -0.3 0.5 -0.2
H 0.52208 -0.59893 0.49165 -0.5 -0.1 -0.5
H -2.52766 -0.81336 -0.17908 0.3 -0.1 0.1
H 2.25208 -2.36601 0.46004 -0.5 -0.1 0.0
H 1.63420 -1.51155 -2.19020 -0.5 0.5 -0.1
H 0.50029 -0.80140 2.62264 0.5 0.2 0.8
H -0.95156 -0.83977 -1.56211 0.5 -0.4 -0.5
H 0.26010 0.56113 3.49584 0.4 -0.7 0.4
H -0.18001 0.25949 -3.73925 -0.1 0.2 0.6

=====

no.,largest force on an atom (hartree/bohr)
1,0.07310
2,0.12962
3,0.13396
4,0.10331
5,0.03464